(1)
ORCA calculation (ωB97M-V/def2-TZVPD) on a molecular structure, C15H31ClFeO4P2.

The geometry in XYZ format:
```
54
Properties=species:S:1:pos:R:3:mulliken_spin:R:1
P -2.69768 -1.10635 -1.47526 0.00
P -2.63376 -1.30571 1.63048 0.00
C -3.99272 -2.19464 -0.66867 0.00
C -4.23429 -1.78877 0.78570 0.00
H -3.62736 -3.23029 -0.73597 0.00
H -4.91604 -2.11567 -1.25959 0.00
H -4.90601 -0.91955 0.84892 0.00
H -4.68272 -2.61367 1.35709 0.00
C -2.27436 -2.94191 2.40095 0.00
H -1.47345 -2.81174 3.13996 0.00
H -1.93895 -3.65065 1.63360 0.00
H -3.17669 -3.32687 2.89544 0.00
C -3.37708 -0.49165 3.09941 0.00
H -4.12889 -1.14300 3.56502 0.00
H -3.84236 0.45190 2.78817 0.00
H -2.57710 -0.27502 3.81848 0.00
C -2.40020 -2.15303 -2.95457 0.00
H -1.77101 -1.59105 -3.65608 0.00
H -3.34940 -2.42001 -3.43830 0.00
H -1.86880 -3.06238 -2.64774 0.00
C -3.85985 0.09715 -2.24930 0.00
H -4.28254 0.75451 -1.47972 0.00
H -4.66654 -0.44201 -2.76437 0.00
H -3.30120 0.70653 -2.97088 0.00
Fe 2.98244 1.46785 0.08435 3.53
C 1.40114 1.38669 1.65301 0.01
C 1.95370 0.11118 1.52901 -0.03
C 1.38957 -1.07131 0.77094 0.05
C 1.89397 -1.19136 -0.69805 0.00
C 2.03873 0.12592 -1.41276 0.01
C 1.23135 1.25902 -1.28597 -0.03
C -0.04148 1.41179 -0.48633 0.06
C 0.16209 1.91726 0.97584 0.01
C 4.78265 2.55212 -1.54013 0.00
H 1.72915 1.97984 2.52152 -0.02
H 2.72598 -0.16950 2.26756 -0.02
H 0.28629 -1.07410 0.79252 0.01
H 1.71521 -1.97629 1.31360 0.00
H 2.87209 -1.70284 -0.68486 -0.01
H 1.22541 -1.85588 -1.27321 0.00
H 2.70384 0.09494 -2.29047 -0.01
H 1.36568 2.04796 -2.04830 -0.02
H -0.63296 0.47869 -0.48936 0.01
H -0.65579 2.16251 -1.01459 0.00
H 0.21158 3.02021 0.95232 0.00
H -0.73041 1.67713 1.58160 0.00
H 5.13712 3.59169 -1.59902 0.01
H 3.89056 2.40649 -2.19262 0.01
H 5.62011 1.91706 -1.87760 0.01
O 7.69663 3.13568 -0.55154 0.00
Cl 7.21582 3.54100 0.80927 0.00
O 8.14050 3.03346 1.86486 0.00
O 7.10858 5.03276 0.87895 0.00
O 4.55948 2.26390 -0.21325 0.41
```

Computed properties:
<S²>   6.0270
Frontier orbital gap (alpha / beta)   4.46 / 3.28 eV
2S+1   5
E_HOMO (alpha / beta)   -6.19 / -6.18 eV

---

(2)
ORCA calculation (ωB97M-V/def2-TZVPD) on a molecular structure, C15H31ClMgO4P2.

The geometry in XYZ format:
```
54
Properties=species:S:1:pos:R:3:mulliken_charge:R:1
P -2.19193 -3.77890 -5.17577 0.70
P 0.99946 -4.28087 -5.13035 0.72
C -1.38665 -4.61055 -6.65245 -1.05
C -0.05927 -5.30003 -6.29721 -1.07
H -1.22774 -3.82343 -7.40836 0.42
H -2.10301 -5.34195 -7.05772 0.46
H -0.24202 -6.26448 -5.79465 0.43
H 0.53129 -5.48895 -7.20709 0.46
C 2.08588 -3.43818 -6.36462 -1.36
H 2.89502 -2.93798 -5.81735 0.36
H 1.50671 -2.67902 -6.90494 0.33
H 2.50946 -4.16093 -7.07352 0.41
C 2.14690 -5.60837 -4.57089 -1.38
H 2.58174 -6.14363 -5.42394 0.39
H 1.59274 -6.30783 -3.93324 0.36
H 2.94283 -5.14366 -3.97696 0.39
C -3.37867 -2.70100 -6.08188 -1.34
H -4.04741 -2.23737 -5.34702 0.39
H -3.96416 -3.27719 -6.80887 0.39
H -2.81595 -1.91161 -6.59489 0.35
C -3.34086 -5.12986 -4.65821 -1.36
H -2.76591 -5.94590 -4.20316 0.34
H -3.91497 -5.50773 -5.51370 0.39
H -4.02513 -4.72098 -3.90399 0.37
Mg 0.03044 -0.00110 0.01097 0.31
C 1.25015 -1.75347 -0.76271 -0.53
C 1.43450 -0.73984 -1.66301 -0.39
C 0.69804 -0.59399 -2.97708 -0.04
C -0.61198 0.24115 -2.94769 -0.83
C -1.48196 0.04610 -1.73426 -0.38
C -1.69569 -1.14314 -1.09189 -0.61
C -1.12938 -2.47416 -1.51583 0.25
C 0.24321 -2.87300 -0.90400 -0.75
C -1.28820 1.19502 1.26075 -0.99
H 1.97465 -1.88885 0.05294 0.59
H 2.27286 -0.03883 -1.52914 0.54
H 0.48507 -1.57807 -3.41257 -0.45
H 1.38337 -0.09332 -3.68078 0.52
H -0.34898 1.30925 -3.01385 0.43
H -1.19733 0.02994 -3.86026 0.34
H -2.10175 0.91209 -1.46724 0.59
H -2.43854 -1.19080 -0.28176 0.46
H -1.06590 -2.53050 -2.60951 -0.65
H -1.85684 -3.24817 -1.22105 0.57
H 0.06508 -3.30594 0.09348 0.44
H 0.67599 -3.69361 -1.50398 0.27
H -1.40796 1.06591 2.35428 0.47
H -2.25532 0.73873 0.86895 0.38
H -1.31905 2.26286 0.97531 0.42
O -0.51723 3.24603 2.99661 -0.56
Cl 0.57051 2.29556 3.02510 1.14
O 1.88985 2.88833 2.89198 -0.62
O 0.36188 1.36257 4.21957 -0.59
O 0.36958 1.07201 1.42214 -0.43
```

Computed properties:
Frontier orbital gap (alpha / beta)   3.64 / 3.47 eV
2S+1   1
E_HOMO (alpha / beta)   -4.97 / -4.81 eV

---

(3)
ORCA calculation (ωB97M-V/def2-TZVPD) on 8 unconnected molecules or ions with the total composition C15H31F12N3O11S.

The geometry in XYZ format:
```
73
Properties=species:S:1:pos:R:3:mulliken_charge:R:1
N 0.04659 0.30918 0.03037 0.48
H -0.91810 0.16553 0.29273 0.32
H 0.15160 1.01267 -0.68669 0.02
H 0.49463 -0.59237 -0.05058 0.33
H 0.58187 0.76187 0.75746 0.32
N -2.16114 3.05738 -2.47788 -0.08
H -2.24613 2.94700 -3.47823 0.43
H -2.62935 2.42508 -1.84457 0.36
H -2.19375 4.04561 -2.27189 0.42
H -1.19883 2.82993 -2.27211 0.05
N -1.17451 2.79451 3.10452 0.00
H -1.13626 1.88497 3.54198 0.23
H -2.01707 2.67250 2.56110 0.46
H -0.39836 2.81720 2.45862 0.14
H -1.12389 3.57529 3.74321 0.39
C -5.12143 0.28855 1.39140 0.50
F -4.76428 0.03458 2.59797 -0.18
F -5.37419 -0.83514 0.67484 -0.20
F -6.17411 1.13670 1.46094 -0.21
S -3.53245 1.31099 0.66604 1.11
O -2.38992 0.41894 0.79505 -0.78
O -3.77692 1.60404 -0.78936 -0.94
O -3.25688 2.48840 1.51529 -0.82
O 0.37116 2.56149 -1.60514 -0.92
C 1.32609 3.19400 -0.80394 -0.78
C 1.12798 3.40908 0.76888 -0.49
O 1.10003 2.33015 1.72179 -0.99
H 1.59522 4.20128 -1.12183 0.39
H 2.22693 2.59375 -0.93162 0.28
H 0.28463 4.05634 1.00957 0.27
H 2.02539 3.97892 1.00979 0.27
C 1.99221 1.01242 -3.99047 -0.93
C 2.32356 0.04807 -5.18609 -0.31
O 3.00089 0.93632 -6.16834 -0.18
C 3.51440 0.38577 -7.28145 0.27
O 3.41610 -0.74412 -7.70832 -0.52
C 4.21594 1.49051 -8.15858 0.91
F 3.31492 2.30037 -8.64512 -0.24
F 5.21396 2.08559 -7.53472 -0.24
F 4.79733 0.93316 -9.24608 -0.26
H 1.25592 1.77629 -4.24044 0.33
H 2.86137 1.52722 -3.58103 0.33
H 1.51105 0.52432 -3.14291 0.20
H 1.43797 -0.45641 -5.57252 0.31
H 2.99607 -0.74078 -4.84913 0.30
C -0.69171 -6.08776 0.73652 -1.22
C 0.51873 -5.13117 0.57525 0.02
O 0.44855 -4.67843 -0.77396 -0.26
C 0.27843 -3.34587 -1.00051 0.36
O 0.02434 -2.46941 -0.21217 -0.61
C 0.10466 -3.11554 -2.59006 0.84
F 1.22320 -2.47944 -2.99937 -0.22
F -0.18294 -4.23248 -3.29787 -0.25
F -0.91337 -2.30469 -2.70268 -0.23
H -0.69218 -6.38324 1.78571 0.41
H -0.62802 -7.01567 0.16816 0.32
H -1.69632 -5.66524 0.71804 0.34
H 1.38753 -5.75568 0.78325 0.29
H 0.59380 -4.41749 1.39569 0.07
C -1.40678 -0.87927 7.42475 -1.10
C -0.02463 -0.31434 7.06119 -0.22
O 0.58437 -0.88483 5.93249 -0.28
C 0.23252 -0.58507 4.69858 0.34
O -0.76222 0.13053 4.36356 -0.75
C 1.09363 -1.35282 3.66709 0.88
F 2.30371 -1.52268 4.15181 -0.27
F 0.53097 -2.52884 3.68394 -0.28
F 1.02357 -0.83954 2.47169 -0.16
H -1.40849 -1.96444 7.52719 0.31
H -2.13893 -0.58172 6.67407 0.25
H -1.72942 -0.62233 8.43370 0.39
H 0.59524 -0.26682 7.95652 0.42
H -0.26419 0.73749 6.90506 0.24
```

Computed properties:
Frontier orbital gap   6.81 eV
2S+1   1
E_HOMO   -6.50 eV

---

(4)
ORCA calculation (ωB97M-V/def2-TZVPD) on a molecular structure, C15H31F5OP2TeW.

The geometry in XYZ format:
```
56
Properties=species:S:1:pos:R:3:mulliken_spin:R:1
P 0.18753 -2.23087 -2.46741 0.27
P 0.20098 1.53279 -1.26846 -0.07
C 0.38458 -0.43956 -3.68604 0.20
C 0.59323 1.02295 -3.06810 0.09
H -0.44590 -0.43291 -4.40654 -0.08
H 1.30779 -0.76562 -4.18827 0.03
H 1.69117 1.14642 -3.08612 0.01
H 0.19930 1.77702 -3.74570 -0.03
C -1.49500 2.20963 -1.45011 0.02
H -1.76191 2.53320 -0.42506 0.01
H -2.29439 1.50637 -1.83541 -0.03
H -1.43464 3.07846 -2.14243 0.00
C 1.39199 2.79589 -0.84890 0.04
H 1.31354 3.60634 -1.58158 0.00
H 2.40378 2.37490 -0.86950 0.00
H 1.18108 3.17685 0.15308 0.00
C -0.53933 -3.63481 -3.36664 0.01
H -0.47433 -4.52866 -2.73086 0.02
H 0.01959 -3.79107 -4.30027 0.00
H -1.58666 -3.42314 -3.60529 -0.01
C 1.93204 -2.73553 -2.52478 0.02
H 2.60940 -1.87315 -2.59897 0.00
H 2.07440 -3.36965 -3.42516 0.01
H 2.16265 -3.32175 -1.62411 0.01
W -0.93205 -0.25476 -2.11624 1.43
C 0.38799 1.43996 -6.05094 0.01
C -0.94378 1.45187 -5.84155 0.03
C -1.92056 0.86252 -6.80138 -0.01
C -1.57248 -0.56244 -7.33996 0.00
C -0.84418 -1.45628 -6.39056 0.03
C 0.49352 -1.58018 -6.38430 0.01
C 1.43847 -0.67998 -7.12459 0.00
C 1.03489 0.82435 -7.24715 0.00
C -0.50159 -0.84894 -0.14195 0.04
H 1.06835 2.04224 -5.43673 0.00
H -1.38116 2.07410 -5.05730 0.00
H -2.01332 1.51868 -7.68521 0.00
H -2.91696 0.81705 -6.33375 0.00
H -2.53505 -1.04008 -7.57853 0.00
H -1.02889 -0.46773 -8.29471 0.00
H -1.47351 -2.09391 -5.75697 -0.02
H 0.97070 -2.43636 -5.89962 0.00
H 1.58565 -1.05862 -8.15030 0.00
H 2.42470 -0.72298 -6.63104 0.00
H 1.97891 1.36830 -7.40731 0.00
H 0.43963 0.97576 -8.16199 0.00
H 0.22867 -0.26643 0.44972 0.00
H -0.39223 -1.92716 0.01746 -0.02
H -1.52412 -0.53384 0.15548 -0.01
F -0.56601 0.89967 3.91160 0.00
Te -0.56570 2.40100 2.73390 0.00
F -0.15314 4.01717 1.76959 0.00
F 0.66121 3.12151 4.00490 0.00
F -1.93845 3.28485 3.72762 0.00
F 1.02514 1.65047 1.94613 0.00
O -1.71858 1.75667 1.48469 0.00
```

Computed properties:
<S²>   2.0266
Frontier orbital gap (alpha / beta)   5.75 / 5.44 eV
2S+1   3
E_HOMO (alpha / beta)   -15.49 / -15.52 eV
Charge   +2